[1]
DFT (ωB97M-V with the def2-TZVPD basis set) results for C9H10N2O3S as an isolated structure in a non-equilibrium geometry.

The value obtained for the energy is -1082.24705 Ha. The value obtained for the LUMO energy is 0.10 eV. The energy relative to the best compared isomer or geometry (same formula, charge and spin) is 296.6 kJ/mol. The HOMO energy comes out at -8.7 eV.

```
25
Properties=species:S:1:pos:R:3:forces:R:3
C 0.694012 1.740198 -0.075582 0.643 0.556 0.509
C -0.810570 -0.044541 -0.159726 -0.814 -1.818 0.731
C -3.576172 -0.096626 -0.024562 1.080 -0.963 0.458
C 1.620963 -0.629499 0.139274 -1.204 -0.455 0.283
C -1.173701 -1.523426 0.128666 -0.792 -2.741 0.830
C 0.521692 0.384021 0.035286 -2.151 -2.759 -1.097
C 4.818605 -0.064586 -0.530695 -0.227 0.780 0.978
C -5.483234 1.543468 -0.146851 -3.702 -2.041 -1.773
C 3.966023 -0.683150 0.573913 0.766 1.270 0.037
N 0.783388 2.874348 -0.027876 0.187 1.760 -0.259
N -4.640173 0.424502 -0.020809 1.513 0.454 -0.342
O -1.895704 0.621523 -0.413979 0.839 1.249 -0.053
O 1.467698 -1.827466 -0.120410 0.918 2.024 0.451
O 2.715100 -0.031880 0.658024 -1.182 -0.039 -0.859
S -3.021335 -1.640497 0.437165 0.683 -0.244 -0.201
H -0.992480 -2.413784 -0.578945 0.092 2.087 0.396
H -0.818565 -1.993352 1.100992 0.163 1.203 -1.068
H 5.501813 -0.715411 -1.010833 0.385 -1.083 -0.466
H 4.098951 0.307593 -1.235727 0.040 0.389 -0.679
H 5.464246 0.753194 -0.158856 -0.697 -0.130 -0.086
H -5.662987 1.960283 0.825413 0.014 0.525 0.245
H -6.541038 1.025470 -0.523541 2.379 1.652 1.091
H -5.235804 2.231324 -0.950653 0.482 0.160 0.332
H 4.366966 -0.492914 1.527143 0.915 0.300 1.225
H 3.832297 -1.708799 0.553172 -0.328 -2.134 -0.685
```
Positions in Å, forces in eV/Å.

***

[2]
DFT (ωB97M-V with the def2-TZVPD basis set) results for C9H10N2O4V as an isolated structure in a non-equilibrium geometry.

The value obtained for the energy is -1702.68878 Ha. Its multiplicity is 4. The value obtained for the LUMO energy (spin up / spin down) is -8.29 / -10.09 eV. As for the charge: +2. The energy relative to the best compared isomer or geometry (same formula, charge and spin) is 0.0 kJ/mol. The HOMO energy (spin up / spin down) comes out at -16.4 / -16.6 eV.

```
26
Properties=species:S:1:pos:R:3:forces:R:3
V 0.015545 -0.224683 -0.857921 -0.149 -0.430 1.157
C -0.004277 0.824897 0.877902 0.100 3.311 6.382
O 0.003309 1.391969 1.902742 -0.065 -2.759 -5.117
C -0.013495 1.675076 -1.421786 0.170 6.294 -3.351
O 0.005076 2.751906 -1.867097 -0.132 -4.565 2.447
C -1.882199 -0.671004 -1.168912 -9.908 -2.095 0.535
O -3.029781 -0.991272 -1.213694 7.440 1.982 -0.019
C 1.912925 -0.652077 -1.177582 9.511 -1.982 0.102
O 3.052646 -0.968849 -1.276465 -7.018 1.871 0.347
C 0.002709 -1.152634 -3.005089 0.007 -0.285 -0.335
H 0.941333 -1.709581 -2.912329 -0.504 -0.032 -0.533
H -0.931072 -1.716317 -2.900644 0.507 -0.013 -0.519
C -0.001791 0.161535 -3.363922 0.026 -0.609 0.029
H -0.935231 0.701837 -3.543115 0.249 -0.219 -0.146
H 0.929562 0.694170 -3.576181 -0.265 -0.184 -0.071
C -1.357299 -3.408406 3.369279 -0.643 1.092 0.125
N -0.043567 -2.958917 2.874860 1.065 1.373 -0.620
C 1.265389 -3.557240 3.251471 1.117 -0.153 -0.012
C 0.008628 -2.001143 1.957195 -0.593 -2.843 -2.729
N -0.009244 -1.625179 0.813860 0.226 0.320 2.267
H -1.292661 -4.114204 4.194604 0.420 0.059 -0.166
H -1.976530 -3.804722 2.565029 0.269 -0.248 -0.087
H -1.848804 -2.497393 3.724712 -0.185 -0.370 0.236
H 1.498971 -4.500457 2.719006 -0.692 0.414 0.002
H 2.078173 -2.853450 2.945733 -0.710 -0.458 0.563
H 1.333084 -3.794964 4.328345 -0.241 0.527 -0.485
```
Positions in Å, forces in eV/Å.

***

[3]
DFT (ωB97M-V with the def2-TZVPD basis set) results for one molecule with the formula C9H10N2OS in a non-equilibrium geometry.

Its structure (SMILES) is CCOc1ccc2nc(N)sc2c1. The value obtained for the energy is -931.83776 Ha. The value obtained for the LUMO energy is 0.62 eV. The energy relative to the best compared isomer or geometry (same formula, charge and spin) is 159.7 kJ/mol. The HOMO energy comes out at -7.8 eV.

```
23
Properties=species:S:1:pos:R:3:forces:R:3
C -4.340322 -0.653173 0.210980 1.829 -0.068 -1.742
C -2.815855 -0.888004 -0.138375 -0.821 -3.533 0.154
O -2.232148 0.339808 -0.134466 1.249 0.430 0.526
C -0.859665 0.380170 0.023357 -1.301 1.718 -0.984
C -0.446453 1.735494 0.051565 0.272 -0.509 0.297
C 0.906832 1.975320 -0.054399 -0.494 -1.804 0.436
C 1.833480 0.874085 -0.041787 -1.933 2.193 -1.294
N 3.176166 1.004697 -0.126666 1.646 0.823 0.792
C 3.757627 -0.139106 -0.012963 0.517 -0.024 0.517
N 5.120630 -0.365431 0.137898 1.884 2.406 -1.187
S 2.652096 -1.441176 -0.070328 0.556 -2.537 0.005
C 1.332119 -0.395733 -0.111069 0.225 -0.114 0.688
C -0.016592 -0.673192 -0.105282 -1.190 -1.158 -0.309
H -4.753376 -1.634464 0.441345 -0.275 0.259 0.443
H -4.774511 -0.365304 -0.813222 0.118 0.300 1.973
H -4.318020 0.105477 1.054936 -0.699 -0.960 -1.252
H -2.666420 -1.443014 -1.154156 -0.448 1.020 1.324
H -2.298143 -1.645735 0.600074 -1.013 1.575 -0.831
H -1.313213 2.435619 0.143662 1.368 -0.213 -0.299
H 1.293755 2.931386 -0.143574 0.683 1.790 0.025
H 5.684827 0.583129 -0.282943 -1.704 -3.931 2.285
H 5.508203 -1.063657 0.862816 -0.886 2.110 -1.885
H -0.431023 -1.657198 -0.337414 0.417 0.224 0.319
```
Positions in Å, forces in eV/Å.

***

[4]
DFT (ωB97M-V with the def2-TZVPD basis set) results for an isolated ion of composition C9H10N3O and charge +1 in a non-equilibrium geometry.

The value obtained for the energy is -588.11599 Ha. The value obtained for the LUMO energy (spin up / spin down) is -3.99 / -3.99 eV. As for the charge: +1. The energy relative to the best compared isomer or geometry (same formula, charge and spin) is 262.2 kJ/mol. The HOMO energy (spin up / spin down) comes out at -12.1 / -12.1 eV.

```
23
Properties=species:S:1:pos:R:3:forces:R:3
C -2.588820 1.660015 1.048560 1.904 -0.359 -1.043
C -1.769692 2.643622 0.440859 -0.503 -1.779 1.963
C -2.181881 0.338224 1.087477 0.598 0.958 -1.273
C -0.468703 2.395578 0.144122 -0.489 -1.433 -0.495
C -0.853906 0.027490 0.707037 0.125 0.858 0.010
C 0.029581 1.092958 0.326790 -1.615 -0.753 -0.305
C -0.536154 -1.397328 0.888115 1.046 1.143 -1.346
C 2.141287 -0.052245 -0.282583 -2.328 -3.009 -1.395
C 0.728133 -1.564667 -0.964775 4.994 3.748 -2.502
N 0.215325 -2.083808 0.088359 -2.336 -1.555 4.229
N 1.399966 0.934512 0.121659 1.195 2.619 1.709
N 1.716320 -2.532268 -1.646324 1.841 -0.416 3.283
O 3.284712 -0.277879 -0.299494 1.497 -0.394 -0.149
H -3.490754 1.841557 1.508006 -2.174 0.921 0.352
H -2.019258 3.642762 0.342226 -1.249 1.678 -0.141
H -2.941651 -0.445105 1.152352 0.466 0.115 0.792
H -0.022705 3.216044 -0.374986 1.279 0.014 0.032
H -0.978231 -1.702683 1.810069 -0.022 -1.480 0.204
H 0.297242 -0.872813 -1.648416 -0.880 -0.038 -0.706
H 1.961488 1.737909 0.539593 -0.766 -1.298 -0.879
H 2.669257 -2.287328 -1.970979 -0.830 1.170 -0.387
H 1.364598 -3.248775 -2.220605 -1.096 -0.934 -1.378
H 2.043845 -3.065771 -0.797060 -0.658 0.222 -0.574
```
Positions in Å, forces in eV/Å.